# 1
Below is one molecule with the formula C14H17FN2O3 in a non-equilibrium geometry, with properties calculated with ωB97M-V/def2-TZVPD.

```
37
Properties=species:S:1:pos:R:3:forces:R:3:lowdin_charge:R:1
C 1.95358 -1.43486 1.79530 -0.6 -0.4 0.0 -0.073
C 1.16663 -0.18122 2.16818 -1.0 0.5 1.4 -0.153
C -0.17529 0.22821 1.47994 3.2 2.5 -2.8 -0.130
C -0.68757 1.59108 1.92680 0.5 1.7 0.9 -0.400
O -1.31946 1.69669 2.92440 -1.7 -0.7 2.4 0.109
N -0.38817 2.80548 1.29904 1.0 -2.7 -1.7 0.171
C 0.53990 2.76638 0.26982 0.3 -0.1 -0.3 -0.207
C 1.31290 3.85955 -0.02378 0.9 0.0 -1.3 -0.008
C 2.25874 3.86368 -1.06149 -1.5 -2.5 1.2 0.003
C 2.53392 2.69569 -1.75656 -3.4 -0.6 2.2 -0.284
F 3.46004 2.69699 -2.67775 0.9 -0.4 -1.1 0.100
C 1.71597 1.54939 -1.46280 0.8 1.1 -0.1 0.106
C 0.73419 1.58051 -0.43273 1.4 -0.2 -1.2 -0.122
N 0.07334 0.41696 0.02373 -1.9 -2.2 0.3 0.059
C -0.57596 -0.47056 -0.83465 1.6 -0.5 -2.7 -0.460
O -0.61884 -0.20718 -2.02112 -0.7 -0.1 0.3 0.096
O -0.87028 -1.75056 -0.39819 -0.8 0.6 1.1 -0.002
C -1.67910 -2.63899 -1.27688 -1.7 0.9 -1.1 -0.352
C -3.09474 -1.99946 -1.69425 0.1 -0.7 0.5 -0.042
C -2.04463 -3.98957 -0.67511 1.9 0.7 2.7 -0.075
H 1.70259 -2.12928 2.58454 -0.2 -0.8 -0.3 0.068
H 3.03787 -1.43757 1.83303 0.2 1.0 -0.1 0.072
H 1.68879 -1.80854 0.82138 -0.2 -0.4 -0.3 0.061
H 0.73630 -0.41116 3.13492 0.4 0.3 0.8 0.105
H 1.82507 0.67336 2.30657 -0.2 0.3 -0.2 0.118
H -0.97807 -0.43121 1.57170 -1.0 -1.3 0.4 0.136
H -0.52560 3.68227 1.73864 -0.5 0.3 0.9 0.145
H 1.23912 4.74665 0.55680 -0.3 0.6 0.4 0.107
H 2.78706 4.71714 -1.20263 1.6 2.4 -0.6 0.081
H 1.88295 0.68186 -2.08594 -0.2 -0.2 0.3 0.122
H -1.06759 -2.83861 -2.12693 0.4 0.3 -0.8 0.122
H -3.42910 -1.46393 -0.77933 0.0 -0.1 -0.6 0.083
H -3.87547 -2.83194 -1.87761 1.4 1.2 0.2 0.095
H -3.10068 -1.31842 -2.56955 0.3 -0.4 0.7 0.073
H -2.64192 -3.75730 0.26064 0.0 -0.9 -1.3 0.106
H -1.12879 -4.51273 -0.28708 -0.6 0.4 -0.4 0.088
H -2.44770 -4.63882 -1.45106 -0.5 0.3 0.3 0.083
```
Forces are in eV/Å.

Properties
**SMILES**: CC[C@H]1C(=O)Nc2ccc(F)cc2N1C(=O)OC(C)C
**Frontier orbital gap**: 0.3364 hartree
**DFT total energy**: -26633.3038 eV
**Energy above the lowest of the compared OMol25 structures with the same formula, charge and spin**: 0.0 kcal/mol
**E_HOMO**: -8.4 eV

# 2
Below is a 2-piece molecular cluster, C14H17FNO overall in a non-equilibrium geometry, with properties calculated with ωB97M-V/def2-TZVPD.

```
34
Properties=species:S:1:pos:R:3:forces:R:3:lowdin_charge:R:1
C -5.30720 1.94258 2.28040 8.7 -4.9 -1.8 0.148
C -4.18695 1.11322 1.98418 -5.3 5.2 2.8 0.026
C -2.72940 0.31950 2.05727 -0.9 1.8 1.2 -0.079
N -1.66238 1.00146 2.61149 -3.4 -2.3 -2.6 0.083
C -0.40706 0.15432 2.60652 0.9 -1.9 1.3 -0.117
C -0.90571 -1.37389 2.23164 -1.5 0.1 1.5 -0.101
C -2.36702 -1.17769 1.49937 -0.2 1.1 -0.7 -0.187
C -2.42829 -0.95222 -0.13267 0.2 -0.2 -0.9 -0.132
C -1.31170 0.08405 -0.72970 -0.3 0.5 -0.8 -0.224
O -1.84162 0.58912 -2.03868 -1.0 0.0 2.4 -0.134
H -6.01448 2.87589 2.51889 1.7 -2.7 -0.8 0.108
H -1.83615 1.98724 2.95270 0.7 -1.5 -0.5 0.196
H -0.10592 0.14899 3.75893 0.0 0.1 -2.8 0.158
H 0.44775 0.36881 1.83743 -1.8 0.7 1.6 0.135
H -1.20445 -1.85428 3.26635 0.8 0.7 -2.1 0.131
H -0.10360 -2.07389 1.73567 -1.7 1.8 0.7 0.149
H -3.15967 -2.03609 1.73978 1.7 2.3 -0.1 0.178
H -2.31217 -1.97597 -0.73581 -0.2 2.1 1.6 0.153
H -3.50412 -0.54436 -0.44662 2.3 -0.8 0.9 0.132
H -1.10698 1.03736 -0.08463 -0.4 -1.9 -0.8 0.117
H -0.26939 -0.41622 -0.94693 -2.3 0.9 0.4 0.137
H -2.73693 1.02340 -1.81048 2.1 -1.0 -0.6 0.113
F 2.00832 0.90979 -0.34207 -0.5 0.2 0.6 0.032
C 2.87475 0.44845 -1.25371 1.1 -0.6 -1.2 -0.303
C 2.80515 0.91550 -2.56164 -0.1 0.1 0.1 -0.016
C 3.71038 0.43926 -3.50998 0.1 -0.2 0.4 -0.071
C 4.66911 -0.50789 -3.14184 -0.1 0.0 0.0 -0.085
C 4.72765 -0.97428 -1.82769 -0.2 0.3 -0.2 -0.077
C 3.82957 -0.48955 -0.87716 -0.1 0.1 0.1 -0.025
H 2.04840 1.64498 -2.83112 0.1 -0.1 0.1 0.117
H 3.66929 0.80389 -4.53336 0.0 -0.1 0.2 0.110
H 5.37208 -0.88239 -3.88289 -0.1 0.1 0.2 0.107
H 5.47206 -1.71452 -1.54448 -0.2 0.2 0.0 0.109
H 3.86667 -0.83454 0.15082 0.0 0.0 -0.1 0.111
```
Forces are in eV/Å.

Properties
**Frontier orbital gap**: 0.2217 hartree
**DFT total energy**: -21034.1271 eV
**E_HOMO**: -11.4 eV
**Total charge**: +1

# 3
Below is C14H17IIrN2O2 as an isolated structure in a non-equilibrium geometry, with properties calculated with ωB97M-V/def2-TZVPD.

```
37
Properties=species:S:1:pos:R:3:forces:R:3:lowdin_charge:R:1
C 3.02845 -2.20491 1.75896 0.4 0.1 -0.2 -0.182
C 1.60726 -2.76354 1.82785 1.0 -0.6 1.7 -0.255
H 3.48437 -2.35162 0.77843 -0.1 0.0 -0.1 0.016
H 3.67509 -2.78399 2.42417 -0.2 0.1 0.1 0.092
H 3.16346 -1.14326 2.02955 -0.4 -0.4 0.0 0.079
H 0.84502 -2.32350 1.11810 -0.2 -1.3 1.6 -0.125
H 1.62035 -3.83584 1.61902 -0.1 0.1 -0.3 0.083
H 1.22691 -2.66329 2.85102 -0.2 0.3 -0.4 0.090
C 1.70681 1.14792 -1.79125 -1.5 -1.7 0.3 -0.036
C 1.64975 2.15334 -2.73523 -1.0 1.1 -0.3 0.076
C 0.41717 2.36254 -3.35752 -0.1 -0.3 -1.0 0.038
C -0.69475 1.60180 -3.01159 -0.6 0.8 -0.3 0.082
H 2.58006 0.99168 -1.19031 0.4 -0.3 0.1 0.135
H 2.47536 2.84468 -2.87054 0.0 -0.3 -0.2 0.150
H 0.35331 3.05946 -4.19042 -0.2 0.2 0.4 0.144
H -1.69678 1.83260 -3.35732 0.3 0.1 -0.5 0.135
N 0.65687 0.33264 -1.56804 1.7 2.2 -1.5 -0.128
C -0.57189 0.59218 -2.05790 0.1 -0.4 1.0 -0.155
C -1.64792 -0.04051 -1.29001 0.5 0.5 0.8 -0.115
N -1.21896 -0.74094 -0.18522 -4.1 -0.1 0.6 -0.080
C -2.12206 -1.06875 0.79326 2.7 0.3 -1.2 0.013
C -3.95446 -0.30738 -0.54733 0.0 -0.3 -0.2 0.040
C -3.48302 -0.99446 0.56754 -1.6 0.4 -0.3 0.061
H -1.69895 -1.35389 1.76283 0.0 -0.3 -0.4 0.143
H -4.16774 -1.43940 1.29351 0.2 0.2 -0.2 0.155
C -3.02271 0.28719 -1.40391 -0.4 0.1 -0.9 0.100
H -3.33550 0.96903 -2.21166 0.0 -0.6 0.5 0.146
H -5.02474 -0.27434 -0.76963 0.4 0.3 0.2 0.150
Ir 0.76744 -1.07563 -0.04319 2.3 -0.7 0.4 1.045
I 1.63785 -2.85704 -1.55857 0.3 -0.6 -0.8 0.608
C 0.16740 2.34114 2.36936 0.1 0.1 0.6 0.015
C 0.32171 0.86741 2.07381 0.6 -0.4 1.3 -0.588
O 0.22202 -0.10042 2.85788 -0.1 2.0 -2.4 0.041
O 0.66839 0.78102 0.78353 0.3 -0.3 1.2 -0.260
H 0.07334 2.54992 3.43445 0.1 -0.1 -0.1 0.098
H -0.72588 2.71006 1.86806 -0.1 0.0 0.0 0.086
H 1.01696 2.89812 1.92834 -0.4 -0.4 0.4 0.102
```
Forces are in eV/Å.

Properties
**2S+1**: 6
**Frontier orbital gap (spin up / spin down)**: 0.1863 / 0.1399 hartree
**DFT total energy**: -32786.5064 eV
**Energy above the lowest of the compared OMol25 structures with the same formula, charge and spin**: 24.7 kcal/mol
**E_HOMO (spin up / spin down)**: -13.6 / -15.9 eV
**Total charge**: +2

# 4
Below is C14H17KN2S as an isolated structure, with properties calculated with ωB97M-V/def2-TZVPD.

```
35
Properties=species:S:1:pos:R:3:forces:R:3:lowdin_charge:R:1
K 1.59690 -2.12088 0.09281 0.0 -0.3 -0.2 0.659
S 3.71681 -0.08686 0.67710 0.3 0.3 -0.2 0.560
C 3.45391 0.68515 -0.79178 -0.1 0.2 0.1 -0.808
N 4.22065 0.38425 -1.88126 0.1 -0.1 -0.1 0.041
C 4.09271 0.93232 -3.11926 0.0 0.0 0.0 -0.075
C 3.13658 1.86286 -3.35521 0.0 -0.1 0.1 -0.060
C 2.30692 2.23693 -2.26867 -0.1 0.1 -0.1 -0.043
C 2.46116 1.68466 -1.03517 0.1 -0.2 0.1 -0.087
H 4.94923 -0.29732 -1.71476 0.0 0.0 0.0 0.139
H 4.78905 0.57810 -3.86465 0.0 0.0 0.0 0.129
H 3.02883 2.29604 -4.33682 0.0 0.0 0.0 0.108
H 1.53468 2.98060 -2.42036 0.0 0.0 0.0 0.118
H 1.83521 1.96809 -0.20221 0.0 0.0 0.0 0.105
C -2.78137 0.59711 -1.55085 0.0 0.0 -0.1 -0.126
N -2.41603 0.33120 -0.17958 0.0 0.0 0.0 -0.269
C -1.39036 1.24992 0.25959 0.1 0.0 0.0 -0.100
C -1.98346 -1.05422 -0.01498 0.1 0.1 0.0 -0.215
C -1.69514 -1.44478 1.42398 0.0 0.1 -0.3 -0.326
C -2.74448 -1.26065 2.32631 0.1 -0.1 0.1 -0.081
C -2.57511 -1.57904 3.66336 0.0 0.0 0.0 -0.121
C -1.34563 -2.07744 4.07606 -0.1 0.1 0.0 -0.137
C -0.32343 -2.24285 3.15112 0.2 -0.1 -0.1 -0.197
C -0.42409 -1.94554 1.77212 -0.6 0.1 0.5 -0.220
H -3.13875 1.62253 -1.65948 0.0 0.0 0.0 0.079
H -3.57775 -0.07823 -1.86642 0.0 0.0 0.0 0.081
H -1.92764 0.46102 -2.24511 0.0 0.0 0.0 0.080
H -1.74641 2.27884 0.18574 0.0 0.0 0.0 0.083
H -0.47491 1.15686 -0.36276 0.0 0.0 0.0 0.068
H -1.10923 1.04188 1.29051 0.0 0.0 0.0 0.088
H -1.06177 -1.22115 -0.60982 0.0 0.0 -0.1 0.074
H -2.75905 -1.68927 -0.45465 0.0 0.0 0.0 0.117
H -3.68850 -0.85309 1.97902 0.0 0.0 0.0 0.102
H -3.38555 -1.43898 4.36916 0.0 0.0 0.0 0.088
H -1.19142 -2.32823 5.12058 0.0 0.0 0.0 0.085
H 0.61743 -2.62982 3.54633 0.0 0.0 0.0 0.061
```
Forces are in eV/Å.

Properties
**Frontier orbital gap**: 0.2103 hartree
**DFT total energy**: -44932.2767 eV
**E_HOMO**: -6.3 eV

# 5
Below is C14H17N9PdS3 as an isolated structure in a non-equilibrium geometry, with properties calculated with ωB97M-V/def2-TZVPD.

```
44
Properties=species:S:1:pos:R:3:forces:R:3:lowdin_charge:R:1
Pd -0.80555 -0.08273 -0.10727 0.3 0.9 0.1 0.228
S 0.70405 -1.97013 0.25883 -0.4 0.0 -0.2 0.537
C 1.41245 -1.05623 1.55003 0.2 -0.1 0.4 -0.736
C 2.79495 -1.08893 1.66782 0.2 0.2 0.3 -0.099
C 3.47985 -0.38163 2.66013 -1.5 0.2 0.2 -0.226
C 4.87125 -0.45373 2.70382 1.7 -0.1 0.1 -0.232
N 6.02375 -0.55003 2.71012 -0.3 0.1 0.0 0.117
C 2.73735 0.37457 3.60082 -0.4 -0.9 -1.2 -0.223
C 1.34645 0.38557 3.50942 0.4 0.1 0.0 -0.097
C 0.65525 -0.29083 2.50242 0.1 -0.2 0.2 -0.764
S -1.05825 -0.16083 2.47392 -0.2 0.0 -0.1 0.511
C 3.38925 1.09137 4.60773 0.6 0.7 1.1 -0.226
N 3.91175 1.68187 5.45092 0.0 0.0 -0.1 0.120
H 3.36325 -1.67593 0.95563 0.0 0.1 0.0 0.099
H 0.76735 0.97207 4.21422 0.1 -0.1 0.0 0.095
C 1.49875 1.98777 -0.44597 0.0 0.1 0.3 -0.147
N 1.11545 1.41857 -1.72698 0.5 0.2 0.0 -0.254
C 2.06565 0.41567 -2.18488 0.1 0.0 0.0 -0.113
C -0.23365 0.97467 -1.76328 0.0 -0.2 -0.1 -0.950
S -1.46045 1.98417 -1.07368 -0.5 0.1 0.5 0.513
N -0.49215 0.37997 -3.04967 -0.4 -0.3 -0.2 -0.295
C -1.41685 -0.73203 -2.98068 0.2 -0.2 0.0 -0.153
C -0.91015 1.37627 -4.01168 0.1 -0.1 -0.1 -0.159
H 2.57575 2.14977 -0.42447 0.1 0.0 -0.1 0.073
H 1.22405 1.32227 0.39973 0.2 0.4 -0.3 0.055
H 0.98745 2.94347 -0.31807 0.0 -0.1 0.2 0.047
H 2.06405 -0.47773 -1.54188 0.0 0.0 -0.1 0.032
H 3.05915 0.86797 -2.18258 0.1 0.0 0.0 0.069
H 1.80545 0.11897 -3.19838 0.1 -0.1 0.0 0.067
H -1.06205 -1.42083 -2.20108 -0.3 0.2 -0.3 0.038
H -1.41475 -1.25413 -3.94067 0.0 0.0 -0.2 0.067
H -2.44685 -0.41603 -2.74747 0.1 -0.1 0.1 0.056
H -0.22685 2.22207 -3.95367 0.0 0.1 -0.1 0.075
H -1.92725 1.74047 -3.79977 0.0 0.0 -0.1 0.048
H -0.87635 0.94867 -5.01758 0.0 0.0 -0.1 0.066
N -5.87785 -1.13553 1.13632 -0.5 -0.1 0.1 0.087
N -4.57845 -1.46673 0.79443 1.1 0.1 -0.3 -0.310
N -3.79965 -2.22223 1.54572 -0.5 -0.1 0.2 0.106
C -2.66605 -2.18913 0.86973 -0.4 -0.3 -0.2 -0.328
N -2.76905 -1.46053 -0.26137 -0.7 -0.9 0.0 -0.052
N -3.98365 -1.00643 -0.29597 -0.7 0.3 0.3 0.061
H -6.19835 -0.49163 0.41713 0.2 -0.1 0.1 0.079
H -5.87355 -0.66283 2.04082 0.2 0.0 -0.3 0.085
H -1.77475 -2.70943 1.15733 0.2 0.1 0.1 0.032
```
Forces are in eV/Å.

Properties
**Frontier orbital gap**: 0.2024 hartree
**DFT total energy**: -64189.4675 eV
**Energy above the lowest of the compared OMol25 structures with the same formula, charge and spin**: 0.0 kcal/mol
**E_HOMO**: -0.7 eV
**Total charge**: -2

# 6
Below is C14H17NNiO12 as an isolated structure in a non-equilibrium geometry, with properties calculated with ωB97M-V/def2-TZVPD.

```
45
Properties=species:S:1:pos:R:3:forces:R:3:lowdin_charge:R:1
Ni -0.97200 -0.79529 0.97090 -2.3 0.8 0.2 0.732
C -0.04374 -1.97524 3.12142 5.0 0.0 -7.5 -0.864
O -0.12939 -0.79179 2.95689 -6.6 11.8 3.9 0.092
O 1.04839 -1.99923 3.63172 6.0 -4.0 9.3 0.110
O 0.07296 -2.36496 1.92192 -4.5 -8.1 -5.7 -0.080
C -3.50897 -0.94657 0.68091 -4.6 4.9 -1.0 -1.117
O -2.67130 -1.51700 0.02400 4.7 -5.7 -5.1 -0.072
O -4.64869 -0.53618 0.36723 -3.2 -2.5 -2.1 -0.111
O -3.04893 -0.26917 1.56635 4.9 2.7 7.8 -0.023
C -2.22770 2.78081 1.56207 5.1 -1.5 -1.3 -0.028
C -2.77866 3.49592 2.59125 -4.6 -1.5 -1.0 -0.356
C -1.95755 3.82118 3.81716 -2.1 2.4 2.5 -0.446
O -2.47518 4.58919 4.69877 -0.4 0.1 -0.7 -0.139
C -0.74268 3.28257 4.08704 1.8 -2.1 -2.4 -0.048
C -0.12465 2.37733 3.12356 -0.9 1.3 1.3 -0.359
C -0.90730 2.16490 1.72449 -2.6 1.7 2.8 -0.303
O -0.44811 1.24072 1.05601 1.0 -1.4 -2.4 -0.094
O 0.89810 1.75546 3.41028 0.4 0.0 -1.0 -0.041
O -4.08926 3.52270 2.47089 2.9 1.7 1.8 -0.108
H -2.82197 2.44861 0.72368 -0.2 -0.1 0.1 0.099
H -0.25993 3.42978 5.04186 0.0 0.1 0.1 0.081
C 0.89693 -4.61576 -3.34165 0.0 1.4 2.0 -0.077
O 1.59163 -3.95352 -2.20839 -0.7 -0.5 -1.7 -0.197
C 1.43071 -2.53170 -2.08242 -0.5 -0.3 1.0 -0.204
C 0.07397 -2.08264 -1.50386 -0.5 -1.2 -0.1 -0.198
N 0.17049 -0.78835 -0.82117 1.4 0.3 -2.0 -0.060
C 0.19488 0.31069 -1.84147 -0.2 1.1 0.4 -0.142
C 1.35024 1.34413 -1.71509 -1.4 -0.3 1.3 -0.231
O 2.56296 0.80902 -2.16822 1.4 0.6 -0.6 -0.209
C 3.70950 1.68757 -1.94340 -1.2 -1.7 0.3 -0.080
H 1.50986 -4.57019 -4.24184 0.0 -0.3 0.0 0.069
H -0.07618 -4.15763 -3.51852 0.1 0.5 -0.2 0.073
H 0.59786 -5.60652 -2.99952 0.7 -0.2 -0.2 0.075
H 1.58107 -1.94164 -2.98648 0.2 -0.4 -0.6 0.107
H 2.22843 -2.20531 -1.41518 0.1 -0.3 0.2 0.120
H -0.49145 -2.74893 -0.85235 1.0 -0.5 0.6 0.113
H -0.62123 -2.15367 -2.34039 -0.3 1.2 -0.2 0.111
H 1.13177 -0.72105 -0.51865 0.3 -0.5 0.9 0.107
H -0.75538 0.82255 -1.68951 0.1 0.3 -0.3 0.124
H 0.26112 -0.06208 -2.86361 -0.2 -0.4 -0.1 0.105
H 1.42915 1.62848 -0.66580 0.0 -0.1 0.4 0.115
H 1.05623 2.26696 -2.21512 0.0 0.1 -0.6 0.118
H 3.71592 1.96215 -0.88856 0.0 0.3 0.0 0.088
H 3.72435 2.55767 -2.59977 -0.2 0.1 0.0 0.073
H 4.56372 1.03601 -2.12743 0.1 0.2 -0.1 0.074
```
Forces are in eV/Å.

Properties
**2S+1**: 4
**Frontier orbital gap (spin up / spin down)**: 0.1265 / 0.1267 hartree
**DFT total energy**: -81883.4624 eV
**E_HOMO (spin up / spin down)**: 2.3 / 2.3 eV
**Total charge**: -3